ORCA calculation (ωB97M-V/def2-TZVPD) on a gas-phase ion, C2H5N2O (charge +1) in a non-equilibrium geometry.

Calculated values
SMILES: CCN=[N+]=O
E_tot: -263.51996 hartree
Largest force on an atom: 4.80 eV/A
LUMO energy: -5.5 eV
M: 73.07 g/mol
Charge: +1
Relative energy (zero: lowest compared OMol25 entry of this formula, charge and spin): 510.2 kJ/mol
E_HOMO: -17.1 eV
HOMO-LUMO gap: 11.7 eV

Positions of all 10 atoms, in Å:
1 C 0.194418 -0.493030 -1.126445
2 C 0.657694 0.116173 0.148296
3 N -0.423714 0.196452 0.985705
4 N -1.346385 0.555192 1.489931
5 O -2.201288 0.829062 2.177413
6 H -0.596397 -1.063213 -0.825776
7 H -0.037615 0.300881 -1.787316
8 H 1.026555 -1.052896 -1.707961
9 H 1.186451 1.066829 0.104170
10 H 1.540281 -0.455450 0.541982

Cartesian forces, eV/Å:
C 3.55 0.37 -2.21
C 4.67 -0.33 -1.03
N -0.86 0.15 1.66
N 1.13 -0.26 0.27
O -1.78 0.52 0.63
H -2.14 -2.03 -0.37
H -0.99 0.60 -0.76
H -1.46 0.56 1.44
H -0.71 0.65 -0.28
H -1.43 -0.23 0.64